Record 1
Formula: C20H18FN5O3
Source: the OMol25 dataset
Level of theory: ωB97M-V/def2-TZVPD

Summary:
- HOMO energy (eV) = -7.790
- energy (a.u.) = -1372.13593
- energy above the lowest of the compared OMol25 structures with the same formula, charge and spin (kcal/mol) = 43.80
- frontier orbital gap (eV) = 8.07
- LUMO level (eV) = 0.28
- SMILES = CCN1c2ncc(COc3cc[n+]([O-])cc3)cc2C(=O)N(C)c2ccc(F)nc21

Geometry as XYZ:
```
47
Properties=species:S:1:pos:R:3:forces:R:3
C -4.908532 -0.025680 1.062784 2.44 -2.05 1.48
C -4.033641 -1.138163 0.360853 -1.03 -0.85 0.34
N -2.791522 -0.605451 -0.180894 -1.11 0.47 0.19
C -1.696820 -0.254445 0.634583 0.33 1.16 -0.68
N -1.205338 -1.078625 1.503005 -3.29 -2.01 -0.89
C -0.097489 -0.835173 2.084205 2.60 -0.58 2.34
C 0.622886 0.290205 1.854317 0.27 2.66 -0.62
C 1.914057 0.630415 2.522287 0.96 -3.08 1.46
O 2.947087 0.890858 1.601058 0.39 0.72 -0.73
C 4.184149 0.273833 1.586287 -0.41 0.51 -0.59
C 4.460925 -0.882338 2.358931 2.92 1.52 -1.98
C 5.728455 -1.436531 2.361153 -0.27 0.77 -0.81
N 6.658736 -0.864218 1.469404 -2.66 -0.98 1.49
O 7.766001 -1.353768 1.465373 4.51 -1.70 -0.18
C 6.355703 0.107100 0.620044 -1.70 3.84 -1.50
C 5.131669 0.833987 0.669785 0.20 -4.83 3.71
C 0.036727 1.309577 1.036985 2.63 -0.52 0.66
C -1.086134 1.003856 0.389628 -3.04 -1.83 -1.59
C -1.755484 1.898050 -0.606766 1.51 1.14 -1.38
O -1.712381 3.084722 -0.423613 -0.60 1.73 1.20
N -2.084129 1.503790 -1.894517 -1.31 1.77 0.44
C -2.787436 2.481323 -2.816878 0.46 0.48 0.69
C -1.962154 0.216776 -2.278324 0.91 -2.92 -3.06
C -1.349055 -0.087720 -3.580706 -2.06 -2.42 3.05
C -1.335327 -1.468188 -3.892448 0.04 -0.73 -2.25
C -1.951693 -2.483293 -3.085899 -0.48 3.91 2.06
F -2.085669 -3.758474 -3.319636 0.53 -0.81 -1.37
N -2.493329 -2.140906 -1.925986 0.62 0.61 -0.24
C -2.446237 -0.855940 -1.508453 0.73 -0.58 -0.91
H -5.242479 0.740305 0.439545 -0.45 0.99 -1.35
H -5.694526 -0.429330 1.645982 -1.25 -0.82 -0.01
H -4.346389 0.406314 1.865592 0.79 0.70 0.34
H -4.712529 -1.428280 -0.437818 0.60 -0.15 -0.69
H -3.840664 -2.153806 0.861818 -0.42 1.81 0.16
H 0.266398 -1.593681 2.820540 -0.18 0.59 -0.66
H 1.733746 1.454206 3.193685 0.40 0.60 0.15
H 2.251755 -0.271544 3.164177 -0.86 1.47 -0.69
H 3.785438 -1.403381 2.894315 -2.43 -1.15 1.81
H 6.071023 -2.325524 2.999041 -0.38 1.68 -1.40
H 7.097318 0.564540 -0.083017 -0.16 -1.33 1.09
H 4.939460 1.700976 0.157293 -0.37 1.70 -1.34
H 0.588782 2.225355 0.804338 -0.31 -0.19 0.33
H -2.291798 3.453659 -2.791607 0.07 -0.17 0.41
H -3.855225 2.675559 -2.584789 0.62 -0.52 0.28
H -2.730370 2.199234 -3.861604 0.08 -0.71 0.09
H -1.060791 0.715975 -4.239423 0.34 -0.24 -0.12
H -0.983173 -1.786156 -4.914630 -0.16 0.35 1.26
```
Positions in Å, forces in eV/Å.

***

Record 2
Formula: C54H47HgN7O2SSb
Source: the OMol25 dataset
Level of theory: ωB97M-V/def2-TZVPD

Summary:
- multiplicity = 2
- HOMO energy (alpha / beta) (eV) = -1.787 / -1.787
- energy (a.u.) = -3411.50110
- energy above the lowest of the compared OMol25 structures with the same formula, charge and spin (kcal/mol) = 22.27
- total charge = -2
- frontier orbital gap (alpha / beta) (eV) = 5.89 / 5.25
- LUMO level (alpha / beta) (eV) = 4.11 / 3.46

Geometry as XYZ:
```
113
Properties=species:S:1:pos:R:3:forces:R:3
Hg 0.814270 -1.148219 -0.029572 -0.63 0.82 0.46
O 1.065443 -2.744611 1.780769 0.01 -0.24 -0.04
C 1.666967 -2.551915 2.875353 0.26 -0.05 0.08
C 1.260127 -3.254775 4.061781 -0.15 0.03 0.01
C 1.907479 -3.121635 5.258707 0.14 0.05 -0.03
C 3.042673 -2.300237 5.381727 0.00 -0.01 0.15
C 3.480284 -1.628565 4.266277 -0.05 0.05 -0.13
C 2.824844 -1.707922 3.025727 -0.31 -0.08 0.14
C 3.455179 -1.031118 1.919030 0.22 0.25 -0.22
N 2.999820 -0.695212 0.773216 0.43 -0.50 0.60
C 4.005911 -0.199065 -0.155382 0.11 0.16 0.01
C 3.448077 0.018071 -1.561757 0.21 0.12 0.06
N 2.116952 -0.519352 -1.763262 0.48 -0.22 -0.50
C 1.920766 -1.409828 -2.660474 0.18 -0.26 -0.68
C 2.913200 -2.216584 -3.382828 0.34 0.11 0.28
C 2.814788 -2.425987 -4.754379 -0.04 0.17 -0.01
C 3.713772 -3.218693 -5.450561 -0.06 0.03 -0.10
C 4.730256 -3.853842 -4.727271 -0.02 -0.06 0.06
C 4.821269 -3.729852 -3.361943 0.04 0.06 -0.06
C 3.920803 -2.909477 -2.593197 0.05 -0.01 -0.18
O 4.003981 -2.820046 -1.341703 0.00 0.04 -0.02
H 0.391669 -3.896795 3.967471 0.00 0.02 -0.03
H 1.555471 -3.670335 6.127135 -0.05 0.00 -0.02
H 3.558459 -2.204102 6.329543 0.00 0.00 -0.01
H 4.362503 -0.996247 4.331590 0.02 -0.03 -0.01
H 4.514369 -0.800493 2.112753 0.03 0.04 0.04
H 4.832876 -0.905329 -0.213024 -0.11 -0.12 0.06
H 4.405244 0.754324 0.215167 -0.07 0.02 0.06
H 4.157233 -0.368885 -2.300023 -0.11 -0.08 0.06
H 3.355339 1.092210 -1.729343 0.05 -0.55 0.11
H 0.867192 -1.615046 -2.864249 0.92 0.35 0.02
H 2.035400 -1.899080 -5.300137 -0.07 -0.06 0.02
H 3.643622 -3.328667 -6.525989 -0.02 0.01 0.01
H 5.461491 -4.458734 -5.257782 -0.02 -0.04 0.02
H 5.607947 -4.231900 -2.808452 -0.01 -0.01 0.01
C -3.565995 4.411898 -1.372684 0.07 -0.08 -0.08
C -2.792241 3.148069 -1.652608 -0.06 0.00 0.11
C -3.359324 1.887601 -1.430408 0.04 0.06 -0.08
C -2.678789 0.735502 -1.742246 0.05 -0.06 -0.03
C -1.357822 0.736314 -2.262672 -0.02 -0.13 -0.20
N -0.705168 -0.424763 -2.572008 -0.43 -0.23 0.26
C -1.358639 -1.323207 -3.338726 -0.14 0.62 -0.18
C -2.236497 -0.888921 -4.383699 -0.11 -0.11 0.10
C -2.987510 -1.737527 -5.162181 0.01 0.04 0.09
C -2.919344 -3.117441 -4.979583 -0.05 -0.10 -0.05
C -3.801264 -4.075624 -5.741968 0.20 0.06 -0.01
C -1.986710 -3.571839 -4.064032 0.02 0.02 0.08
C -1.174489 -2.730339 -3.300096 -0.35 -0.14 -0.01
N -0.183687 -3.398975 -2.518924 0.08 -0.45 0.03
C 0.524573 -4.450348 -2.997489 0.12 0.07 0.07
C 1.292399 -4.946284 -1.976846 -0.17 -0.18 -0.04
C 0.985667 -4.129525 -0.883943 0.01 -0.05 0.11
N 0.102730 -3.191449 -1.206779 -0.34 -0.37 -0.17
C -0.777295 2.006892 -2.392435 -0.15 0.10 0.16
C -1.499063 3.172554 -2.136866 0.10 -0.01 0.00
N 0.575672 2.192533 -2.825229 0.00 0.02 -0.28
C 0.976987 2.398163 -4.096880 -0.07 -0.08 -0.01
C 2.284231 2.821019 -4.049243 0.20 0.00 -0.06
C 2.591120 2.834272 -2.676639 -0.41 0.32 -0.14
N 1.551253 2.458911 -1.948254 -0.16 0.37 0.17
H -4.327362 4.230851 -0.612278 -0.02 0.03 0.01
H -4.068665 4.778072 -2.274025 -0.04 0.03 0.04
H -2.911636 5.208185 -1.013137 0.00 0.02 0.00
H -4.356018 1.820467 -1.004142 0.01 -0.01 0.02
H -3.134164 -0.229758 -1.560609 0.00 -0.01 0.00
H -2.302927 0.177605 -4.552048 -0.03 0.06 0.06
H -3.643688 -1.324225 -5.923853 -0.02 0.01 0.03
H -4.683899 -3.563526 -6.128823 -0.01 -0.02 -0.01
H -4.137148 -4.892389 -5.099495 -0.03 -0.01 -0.03
H -3.274022 -4.521009 -6.592569 -0.06 -0.02 -0.01
H -1.890401 -4.640631 -3.906551 0.02 -0.01 0.04
H 0.473592 -4.732634 -4.034056 -0.06 0.05 -0.03
H 1.988735 -5.764870 -2.023902 0.06 0.07 0.01
H 1.359982 -4.170080 0.126362 0.05 0.15 -0.01
H -1.017475 4.117910 -2.367340 0.07 0.03 0.19
H 0.306217 2.225106 -4.921943 -0.01 -0.01 0.03
H 2.923751 3.078115 -4.877117 -0.01 -0.07 0.00
H 3.508626 3.105721 -2.178539 0.03 0.03 -0.08
S -1.116039 -0.538157 1.388572 -0.19 0.09 -0.15
Sb -0.946444 1.658894 2.495233 -0.22 0.16 0.44
C -3.093404 1.886446 2.775180 0.17 0.17 -0.13
C -3.982533 0.927921 2.295199 0.05 0.02 -0.01
C -5.350271 1.070459 2.493056 -0.05 0.00 0.02
C -5.850808 2.182434 3.155659 -0.02 0.01 0.00
C -4.975515 3.153852 3.619506 0.02 0.00 0.02
C -3.606749 3.002774 3.433784 -0.02 -0.08 0.00
C -0.626974 0.778201 4.436542 0.21 0.07 -0.15
C -1.518520 -0.178352 4.913501 -0.03 0.08 -0.01
C -1.297456 -0.804213 6.130722 -0.02 0.03 0.02
C -0.180408 -0.478745 6.888547 0.01 0.00 0.05
C 0.734317 0.443089 6.406187 0.00 0.00 0.02
C 0.518742 1.053449 5.176554 -0.03 -0.02 -0.02
C -0.543852 3.914613 3.187243 0.16 -0.34 -0.40
C 0.302160 4.345193 4.204799 -0.11 -0.09 0.12
C 0.723670 5.669956 4.276316 -0.01 0.08 0.01
C 0.329052 6.586686 3.312745 -0.01 -0.06 -0.02
C -0.503017 6.169545 2.280624 -0.02 0.05 0.05
C -0.933044 4.851332 2.229906 -0.12 -0.11 -0.01
H -3.592991 0.068117 1.762182 -0.01 -0.01 -0.03
H -6.030916 0.310246 2.126621 0.03 -0.01 -0.02
H -6.918194 2.295480 3.309304 0.01 -0.01 -0.02
H -5.359189 4.031187 4.128615 0.02 -0.01 0.01
H -2.928100 3.759759 3.804696 -0.04 0.03 0.04
H -2.379442 -0.448715 4.313059 -0.02 -0.01 0.04
H -1.993189 -1.554547 6.488204 -0.01 0.01 -0.02
H -0.011734 -0.959429 7.845319 0.01 -0.03 -0.02
H 1.621435 0.678957 6.982135 0.03 -0.04 -0.05
H 1.264870 1.732216 4.780574 0.02 -0.04 0.05
H 0.620811 3.657861 4.978365 0.02 0.03 -0.02
H 1.374564 5.985723 5.084865 -0.02 -0.02 0.01
H 0.666003 7.615394 3.362273 0.03 -0.01 -0.01
H -0.798887 6.870233 1.507670 -0.07 -0.01 0.02
H -1.607915 4.539688 1.437828 0.09 0.03 -0.16
```
Positions in Å, forces in eV/Å.

***

Record 3
Formula: C21H19AgCl3N4OSSbSe4
Source: the OMol25 dataset
Level of theory: ωB97M-V/def2-TZVPD

Summary:
- HOMO energy (eV) = -1.331
- energy (a.u.) = -12877.79970
- energy above the lowest of the compared OMol25 structures with the same formula, charge and spin (kcal/mol) = 0.00
- total charge = -2
- frontier orbital gap (eV) = 4.88
- LUMO level (eV) = 3.55

Geometry as XYZ:
```
55
Properties=species:S:1:pos:R:3:forces:R:3
Ag -1.923063 -0.325666 1.397026 -0.02 0.07 -0.04
Se -3.423941 4.499145 0.821716 -0.01 -0.01 0.00
Sb -1.598420 2.997806 1.476407 0.03 0.00 -0.01
Se -2.338448 1.457571 3.315034 -0.03 -0.01 -0.01
Se -1.101206 1.421214 -0.454945 -0.06 -0.02 0.03
Se 0.495186 4.102989 2.104445 -0.01 0.00 0.00
Cl -1.669030 -2.786824 -3.556219 0.01 0.00 0.01
C -0.130017 -2.389683 -2.847194 -0.01 -0.01 -0.01
C 0.151782 -1.083474 -2.493162 0.00 0.01 0.01
C 1.388115 -0.790981 -1.938678 -0.03 -0.01 -0.01
C 2.346664 -1.777014 -1.726186 0.01 0.00 0.01
C 3.678898 -1.457140 -1.082401 0.02 0.02 -0.01
C 3.625058 -1.644784 0.449071 0.01 -0.01 0.02
N 2.437944 -1.188721 1.143987 -0.02 0.03 -0.05
C 2.278058 -0.063804 1.933664 0.01 -0.01 0.03
C 1.000156 -0.097645 2.393999 0.02 0.00 0.00
N 0.363629 -1.222410 1.914529 0.02 -0.02 0.04
C 1.246441 -1.842380 1.176987 0.00 -0.02 0.00
O 4.237637 -0.252418 -1.575672 -0.01 -0.01 0.00
C 4.227032 0.964902 -0.834813 0.01 0.01 -0.01
C 3.360367 2.024636 -1.443564 -0.01 0.00 -0.01
C 3.486033 2.508199 -2.711714 0.03 0.01 0.02
Cl 4.665345 2.034917 -3.881553 0.00 0.00 0.00
S 2.347237 3.739010 -3.061417 -0.01 0.00 -0.01
C 1.686016 3.633183 -1.484457 0.00 0.01 0.00
C 2.310072 2.685584 -0.741626 0.01 0.00 -0.01
C 2.006306 -3.079242 -2.075543 -0.01 0.00 -0.01
Cl 3.118624 -4.407900 -1.782893 0.00 0.00 0.00
C 0.785355 -3.406090 -2.638446 0.00 0.00 0.00
H -0.586558 -0.300770 -2.606966 0.00 0.00 0.00
H 1.579159 0.233057 -1.642463 0.01 -0.01 0.01
H 4.388102 -2.216792 -1.417469 0.01 0.00 -0.01
H 4.499601 -1.179606 0.905055 0.00 0.00 0.00
H 3.711303 -2.719941 0.620119 0.00 0.01 -0.01
H 3.063694 0.652739 2.097454 0.00 0.00 0.00
H 0.479182 0.628962 2.999918 -0.01 0.00 0.00
H 1.083600 -2.763217 0.637846 0.00 0.00 -0.01
H 5.265900 1.310066 -0.809095 0.00 -0.01 0.00
H 3.903097 0.811487 0.190892 0.00 0.00 0.01
H 0.846223 4.238235 -1.178847 0.00 0.00 0.00
H 1.994093 2.469418 0.272599 0.01 0.01 -0.01
H 0.553494 -4.427883 -2.900739 0.00 0.00 0.00
N -4.586227 1.246713 -0.099044 0.03 0.02 0.00
C -5.004927 0.401041 0.875744 -0.02 -0.01 0.01
C -5.980134 0.815388 1.811148 0.01 0.00 -0.01
C -6.422923 -0.076716 2.748389 0.00 -0.01 0.01
C -5.911831 -1.379755 2.762701 0.00 0.00 0.00
C -4.948625 -1.687929 1.828120 0.00 0.01 0.00
N -4.489482 -0.838811 0.903370 0.01 -0.02 -0.01
H -4.609287 2.240290 0.132804 0.01 0.00 -0.01
H -3.689671 1.001406 -0.513894 0.00 0.00 0.00
H -6.319592 1.842270 1.789205 0.00 0.00 0.01
H -7.153499 0.234202 3.486482 0.00 0.00 0.00
H -6.226963 -2.111447 3.494185 0.00 0.00 0.00
H -4.495542 -2.675373 1.816097 0.00 0.00 0.00
```
Positions in Å, forces in eV/Å.

***

Record 4
Formula: C3H3CdLiO
Source: the OMol25 dataset
Level of theory: ωB97M-V/def2-TZVPD

Summary:
- multiplicity = 2
- HOMO energy (alpha / beta) (eV) = -11.857 / -11.847
- energy (a.u.) = -366.17336
- total charge = +1
- frontier orbital gap (alpha / beta) (eV) = 6.22 / 6.21
- LUMO level (alpha / beta) (eV) = -5.64 / -5.64

Geometry as XYZ:
```
9
Properties=species:S:1:pos:R:3:forces:R:3
C 0.831405 -1.900205 0.256387 1.09 0.25 -0.18
O 1.830279 -1.263408 0.105675 -1.08 -0.47 0.02
Li 1.586221 0.699567 -0.238844 0.37 -0.04 0.16
H 0.748982 -3.008395 0.145074 0.07 0.10 0.12
Cd -2.913726 1.232730 -0.459406 -0.89 -0.20 0.05
C -0.916954 0.573802 -0.194992 3.61 2.73 -0.69
C -0.150935 1.620694 0.239453 -1.97 -3.28 1.18
H -0.507813 -0.029930 -1.034823 -1.34 0.01 0.20
H -0.507459 2.075146 1.181475 0.15 0.90 -0.86
```
Positions in Å, forces in eV/Å.

***

Among the records above, which one has the lowest energy?
C21H19AgCl3N4OSSbSe4

***

What is the formula in the third record?
C21H19AgCl3N4OSSbSe4

***

Which of these has the highest energy?
C3H3CdLiO

***

Number 1 is which compound?
C20H18FN5O3